# 1
C18H40FN4O3 | ωB97M-V/def2-TZVPD

Properties
Lowest unoccupied orbital energy, eV: -6.0669
HOMO level, eV: -9.9
HOMO-LUMO gap, eV: 3.87
Maximum force, eV/Å: 1.5
Total charge: +1

Last column: natural (NBO) charge in e.
Positions of all 66 atoms, in Å:
C (-0.3104, 0.1180, 0.1369)  -0.655
C (-1.1778, -0.0467, -1.0953)  -0.070
O (-2.5395, -0.4225, -0.7964)  -0.525
C (-3.2547, 0.4974, -0.0404)  0.023
C (-3.8008, -0.1896, 1.2280)  -0.463
C (-4.9051, -1.0249, 0.6143)  0.357
F (-5.8603, -1.4073, 1.4810)  -0.309
N (-5.4753, -0.0730, -0.3720)  -0.511
C (-4.5885, 0.8083, -0.7202)  0.687
O (-4.8530, 1.7998, -1.4816)  -0.550
N (-5.5274, 3.1843, -0.7424)  0.592
O (-4.7925, 3.7074, -0.1086)  -0.013
H (0.4770, 0.8407, -0.0701)  0.235
H (-0.8514, 0.5011, 1.0021)  0.207
H (0.1552, -0.8186, 0.4308)  0.229
H (-0.7951, -0.8673, -1.6946)  0.215
H (-1.1828, 0.8341, -1.7392)  0.182
H (-2.7397, 1.4428, 0.1319)  0.214
H (-4.1854, 0.5351, 1.9418)  0.237
H (-3.0314, -0.8299, 1.6490)  0.263
H (-4.5372, -1.8927, 0.0716)  0.200
H (-6.4366, -0.1013, -0.6902)  0.451
C (3.8417, 2.3596, -6.5482)  -0.617
C (2.4109, 2.3154, -6.0362)  -0.214
N (2.2525, 1.4667, -4.8664)  -0.450
C (0.8731, 1.1743, -4.5470)  -0.201
C (-0.0413, 2.3353, -4.1264)  -0.640
C (3.1177, 1.7790, -3.7417)  -0.216
C (3.0488, 3.1923, -3.1467)  -0.638
H (4.2195, 1.3520, -6.7233)  0.215
H (3.8780, 2.9072, -7.4897)  0.218
H (4.5131, 2.8644, -5.8535)  0.203
H (1.7694, 1.9061, -6.8211)  0.197
H (2.0656, 3.3476, -5.8631)  0.157
H (0.8643, 0.4095, -3.7627)  0.179
H (0.4298, 0.6958, -5.4256)  0.194
H (0.1840, 2.6861, -3.1181)  0.191
H (-1.0826, 2.0004, -4.1332)  0.200
H (0.0298, 3.1831, -4.8070)  0.217
H (4.1477, 1.5910, -4.0497)  0.200
H (2.9197, 1.0424, -2.9579)  0.188
H (3.0608, 3.9595, -3.9215)  0.209
H (3.9165, 3.3621, -2.5075)  0.217
H (2.1615, 3.3448, -2.5324)  0.192
C (0.8747, -1.3470, 6.8980)  -0.617
C (0.3316, -2.3735, 5.9169)  -0.215
N (0.4674, -1.9607, 4.5290)  -0.458
C (-0.2973, -2.7741, 3.6070)  -0.198
C (0.0682, -4.2556, 3.4500)  -0.637
C (1.8158, -1.6143, 4.1074)  -0.214
C (2.9152, -2.6727, 4.2605)  -0.639
H (0.4271, -0.3682, 6.7210)  0.208
H (0.6382, -1.6520, 7.9172)  0.219
H (1.9581, -1.2475, 6.8329)  0.205
H (-0.7356, -2.5142, 6.1094)  0.193
H (0.8106, -3.3438, 6.1199)  0.164
H (-0.2541, -2.2934, 2.6224)  0.173
H (-1.3470, -2.7178, 3.9183)  0.181
H (0.9934, -4.3931, 2.8928)  0.204
H (-0.7197, -4.7726, 2.8985)  0.209
H (0.1704, -4.7513, 4.4150)  0.213
H (2.1208, -0.7245, 4.6619)  0.196
H (1.7633, -1.2928, 3.0629)  0.185
H (2.8832, -3.1510, 5.2398)  0.209
H (3.8933, -2.1996, 4.1614)  0.217
H (2.8548, -3.4502, 3.5006)  0.203

---

# 2
C18H40IrOP2Si | ωB97M-V/def2-TZVPD

Properties
Lowest unoccupied orbital energy (spin up / spin down), eV: -6.6397 / -9.1068
Relative energy (zero: lowest compared OMol25 entry of this formula, charge and spin), kJ/mol: 541.4
2S+1: 6
HOMO level (spin up / spin down), eV: -11.9 / -14.7
HOMO-LUMO gap (spin up / spin down), eV: 5.25 / 5.60
Maximum force, eV/Å: 7.6
Total charge: +2

Last column: natural (NBO) charge in e.
Positions of all 63 atoms, in Å:
P (0.6396, -1.7340, -0.4181)  1.327
P (0.0738, 1.8079, 0.8881)  1.165
C (0.6396, 0.0869, -1.1697)  -0.808
C (0.9351, 1.4986, -0.6519)  -0.769
H (-0.2936, 0.0328, -1.7444)  0.286
H (1.4780, -0.1169, -1.8495)  0.290
H (2.0178, 1.6447, -0.5431)  0.271
H (0.5433, 2.2688, -1.3191)  0.271
C (-1.5232, 2.5968, 0.5880)  -0.961
H (-1.6592, 3.3913, 1.3273)  0.291
H (-2.3173, 1.8475, 0.7256)  0.275
H (-1.5489, 3.0034, -0.4311)  0.262
C (1.1912, 2.7547, 1.9142)  -0.960
H (1.2705, 3.7584, 1.4665)  0.277
H (2.1829, 2.2790, 1.9105)  0.273
H (0.8299, 2.8137, 2.9484)  0.288
C (-0.6941, -2.9471, -0.6988)  -0.994
H (-0.7819, -3.5768, 0.1750)  0.288
H (-0.5255, -3.5884, -1.5766)  0.278
H (-1.6559, -2.4306, -0.8149)  0.275
C (2.3701, -2.1178, -0.5585)  -1.007
H (2.9369, -1.3744, 0.0223)  0.289
H (2.7555, -2.1321, -1.5874)  0.284
H (2.5330, -3.1168, -0.1219)  0.288
Ir (-0.4261, -0.4380, 0.9322)  0.757
C (0.3415, 1.2856, -3.4746)  -0.181
C (-0.9647, 1.3588, -3.1328)  -0.197
C (-2.0339, 0.6887, -3.9439)  -0.440
C (-1.7229, -0.7786, -4.2880)  -0.483
C (-0.9929, -1.5174, -3.2273)  -0.133
C (0.3429, -1.6963, -3.1838)  -0.045
C (1.3063, -1.0134, -4.1375)  -0.483
C (0.9560, 0.4468, -4.5360)  -0.478
C (0.3693, -2.0498, 2.0391)  -0.834
H (1.0501, 2.0092, -3.0669)  0.210
H (-1.3178, 2.0465, -2.3456)  0.201
H (-2.2142, 1.2431, -4.8823)  0.257
H (-2.9783, 0.7524, -3.3971)  0.227
H (-2.6825, -1.2893, -4.4415)  0.253
H (-1.2084, -0.8386, -5.2507)  0.235
H (-1.6736, -2.0903, -2.6066)  0.202
H (0.8345, -2.5638, -2.6975)  0.186
H (1.4182, -1.6144, -5.0600)  0.286
H (2.3172, -1.0121, -3.6900)  0.224
H (1.9111, 0.9233, -4.7989)  0.247
H (0.3936, 0.4534, -5.4755)  0.239
H (1.2266, -1.5876, 2.5445)  0.249
H (0.7072, -2.9885, 1.5674)  0.207
H (-0.4033, -2.2956, 2.7795)  0.266
C (1.2469, -0.0138, 4.6687)  -1.124
Si (-0.5956, 0.3490, 4.2526)  1.831
C (-1.5698, -0.7418, 5.4696)  -1.124
C (-0.8024, 2.0694, 5.0179)  -1.133
O (-1.1878, 0.2118, 2.7310)  -1.092
H (1.3878, 0.0905, 5.7591)  0.275
H (1.9513, 0.6826, 4.1997)  0.222
H (1.5773, -1.0311, 4.4222)  0.222
H (-1.3753, -0.4933, 6.5232)  0.261
H (-2.6469, -0.6112, 5.2887)  0.247
H (-1.3598, -1.8088, 5.3296)  0.233
H (-0.0124, 2.7882, 4.7763)  0.219
H (-1.7672, 2.5085, 4.7398)  0.243
H (-0.7997, 1.9163, 6.1144)  0.268

---

Question: What is the maximum force in the first record?
Answer: 1.5 eV/Å